Molecular formula: C35H37BeNO3P2
Method: DFT, ωB97M-V with the def2-TZVPD basis set

Computed properties:
F_max: 4.2 eV Å⁻¹
Lowest unoccupied orbital energy: -0.25 eV
Net charge: 0
Spin multiplicity: 1
Energy relative to the best compared isomer or geometry (same formula, charge and spin): 36.2 kcal per mole

Positions of all 79 atoms, in Å:
Be  0.299  0.353  6.239
C  -2.058  -0.094  6.884
C  -2.171  -0.396  5.583
C  -2.636  0.541  4.498
C  -1.496  1.295  3.775
C  -0.363  1.667  4.686
C  -0.497  2.135  5.966
C  -1.825  2.451  6.633
C  -2.338  1.268  7.470
C  1.931  0.227  5.899
H  -2.032  -0.904  7.627
H  -2.141  -1.457  5.269
H  -3.362  1.269  4.868
H  -3.158  -0.038  3.737
H  -1.085  0.658  2.986
H  -1.913  2.164  3.247
H  0.589  1.850  4.161
H  0.357  2.653  6.443
H  -2.603  2.748  5.926
H  -1.676  3.290  7.321
H  -1.837  1.307  8.437
H  -3.402  1.395  7.690
H  2.452  -0.177  6.738
H  2.251  1.246  5.850
H  2.336  -0.239  5.025
P  0.160  -2.510  -3.398
P  2.247  0.502  -3.681
C  -0.265  -0.854  -4.049
C  0.467  0.282  -4.025
C  -0.788  -3.649  -4.513
C  -1.970  -3.277  -5.199
C  -2.622  -4.195  -6.035
C  -2.122  -5.494  -6.196
C  -0.950  -5.875  -5.517
C  -0.284  -4.954  -4.691
C  -0.903  -2.522  -1.883
C  -0.505  -1.651  -0.848
C  -1.237  -1.603  0.345
C  -2.362  -2.429  0.512
C  -2.758  -3.295  -0.515
C  -2.037  -3.346  -1.718
C  2.740  1.315  -5.287
C  2.725  0.496  -6.436
C  3.094  1.015  -7.685
C  3.496  2.357  -7.796
C  3.518  3.176  -6.660
C  3.141  2.664  -5.408
C  2.292  1.947  -2.533
C  3.388  2.030  -1.651
C  3.488  3.092  -0.739
C  2.480  4.071  -0.687
C  1.383  3.985  -1.556
C  1.282  2.935  -2.480
H  -1.291  -0.786  -4.400
H  -0.003  1.201  -4.365
H  -2.390  -2.275  -5.080
H  -3.530  -3.889  -6.566
H  -2.633  -6.207  -6.849
H  -0.559  -6.889  -5.633
H  0.631  -5.253  -4.170
H  0.376  -1.012  -0.990
H  -0.925  -0.927  1.141
H  -2.924  -2.397  1.448
H  -3.625  -3.948  -0.387
H  -2.357  -4.017  -2.521
H  2.413  -0.552  -6.347
H  3.072  0.374  -8.567
H  3.794  2.759  -8.768
H  3.840  4.219  -6.738
H  3.153  3.316  -4.530
H  4.170  1.263  -1.689
H  4.348  3.156  -0.070
H  2.552  4.890  0.034
H  0.593  4.742  -1.514
H  0.427  2.886  -3.159
O  0.571  0.946  9.892
N  0.047  0.001  9.391
O  -0.514  -0.997  9.892
O  0.045  -0.026  7.918

Löwdin atomic charge list, values in e, 4 entries:
1 Be 0.254
2 C -0.135
3 C -0.099
4 C -0.177